(1)
The following is a DFT calculation (wB97M-V/def2-TZVPD) of C6H16NOSi as an isolated structure.

The geometry in XYZ format:
```
25
Properties=species:S:1:pos:R:3:forces:R:3
C -2.7681 -0.9661 0.8759 0.2 0.8 -0.6
C 1.3312 1.0586 0.1483 -0.7 0.4 2.8
C 2.8912 -1.8443 -0.4301 0.7 1.2 -1.7
C -1.9973 0.3270 0.3795 1.2 -2.5 0.9
C -1.2025 0.4303 -0.9214 -3.1 0.4 -2.2
C -0.5805 1.8318 -1.1673 -2.1 -0.6 -2.2
N 0.2109 2.2392 -0.0838 2.3 -2.0 1.3
O 0.7963 -1.8901 1.5590 -2.0 -1.7 0.9
Si 1.9070 -1.0939 0.9268 -0.3 3.4 0.3
H -2.9199 -0.9224 1.9947 0.7 -0.2 -1.2
H -3.7910 -1.0550 0.4873 0.3 -0.2 -0.4
H -2.0943 -1.7559 0.5348 -0.5 -0.6 0.6
H 1.8415 0.8830 -0.7358 1.0 0.5 -2.2
H -0.4520 2.1469 0.6941 0.7 0.2 0.1
H 2.0452 1.4461 0.8966 -0.3 0.4 -0.5
H 2.8061 -1.4721 -1.4594 -0.5 0.4 0.2
H 3.9345 -1.7341 -0.2849 1.4 0.6 0.6
H 2.8671 -2.8724 -0.5762 -0.9 -2.2 0.2
H -2.6859 1.0913 0.3317 -1.3 2.3 0.8
H -1.2487 0.2722 1.1819 0.0 1.4 0.0
H -0.3870 -0.1929 -0.9032 1.7 -2.0 0.0
H -1.8745 0.1415 -1.8366 1.1 0.4 1.4
H -1.3822 2.5637 -1.4067 0.0 -0.1 0.7
H -0.0973 1.8389 -2.1769 0.5 -0.3 0.9
H 2.8501 -0.4712 1.9719 0.1 -0.2 -0.6
```
Forces are in eV/Å.

Output
Kohn-Sham gap	0.2664	Ha
electronic energy	-17895.51527	eV
HOMO level	-3.323	eV
charge	-1
energy above the lowest of the compared OMol25 structures with the same formula, charge and spin	29.52	kcal per mole

***

(2)
The following is a DFT calculation (wB97M-V/def2-TZVPD) of C6H11FNiO4S as an isolated structure.

The geometry in XYZ format:
```
24
Properties=species:S:1:pos:R:3:forces:R:3
C -2.3575 2.6843 -1.1550 0.1 -0.3 0.0
C -0.9212 2.2078 -0.8946 -0.5 0.5 -0.7
C -0.9322 0.6699 -0.6386 0.1 -0.2 0.8
C -0.9542 0.0349 -2.1894 -0.1 -0.1 -0.2
O 0.2070 0.2513 -0.0302 -0.1 -0.2 -0.2
S 0.1490 -0.9614 1.1602 -0.1 0.1 -0.1
O -0.4848 -2.0726 0.4255 0.0 -0.1 0.1
O 1.6824 -1.1442 1.0897 0.1 -0.1 0.3
C 2.4386 -1.2894 2.3648 -0.1 -0.1 -0.2
C 3.4962 -2.3700 2.2090 0.0 0.1 0.5
O 4.1563 -2.7310 3.1100 -0.1 0.1 -0.2
F 3.5572 -2.8561 0.9786 0.0 -0.1 -0.2
H -2.3753 3.3744 -1.9944 0.0 0.1 0.1
H -3.0437 1.8705 -1.4086 0.0 0.0 0.0
H -2.7535 3.1517 -0.2544 0.0 0.1 0.0
H -0.2906 2.4852 -1.7368 0.3 -0.1 0.2
H -0.4859 2.6468 0.0101 0.1 -0.2 0.1
H -1.8294 0.3231 -0.1204 0.0 0.0 -0.1
H -0.9614 0.8317 -2.9196 0.0 0.0 -0.1
H -1.8891 -0.5282 -2.1611 -0.1 0.1 0.0
H -0.0995 -0.6244 -2.2858 0.1 0.1 0.1
H 2.8935 -0.3301 2.5950 0.1 0.0 0.0
H 1.7726 -1.5981 3.1705 0.0 0.1 0.0
Ni -0.9746 -4.0263 0.6753 0.1 0.2 -0.1
```
Forces are in eV/Å.

Output
Kohn-Sham gap (spin up / spin down)	0.3408 / 0.1881	Ha
electronic energy	-69163.39811	eV
HOMO level (spin up / spin down)	-17.753 / -17.441	eV
charge	+2
2S+1	3
energy above the lowest of the compared OMol25 structures with the same formula, charge and spin	0.00	kcal per mole

***

(3)
The following is a DFT calculation (wB97M-V/def2-TZVPD) of one molecule with the formula C19H26N2O2.

The geometry in XYZ format:
```
49
Properties=species:S:1:pos:R:3:forces:R:3
C -5.0212 -1.2167 -3.5706 1.1 -0.5 1.8
C -4.3594 -1.5903 -2.6144 -2.2 0.9 -2.6
C -3.5579 -1.9990 -1.4976 1.9 0.5 -0.3
N -2.7881 -3.1808 -1.8250 -1.4 -0.5 -0.8
C -1.9130 -3.7608 -0.8137 0.7 0.5 -1.1
C -1.4049 -5.0867 -1.3738 0.2 -0.9 0.4
C -0.0681 -4.8232 -2.1296 -1.1 -0.1 -0.7
C 0.3625 -3.5026 -1.6083 0.5 1.3 0.6
C 1.5767 -2.7936 -1.7860 -2.1 0.5 0.7
C 1.7021 -1.5317 -1.1722 1.0 -0.2 0.1
C 0.7021 -0.9960 -0.3261 0.1 -1.9 -1.6
O 0.9089 0.2426 0.2115 0.6 1.4 -0.2
C 0.4924 0.5527 1.4500 -1.1 1.4 2.5
O -0.0696 -0.2178 2.1935 0.3 -0.7 -0.1
N 0.6861 1.8812 1.8862 0.1 -2.0 -2.2
C 0.5331 2.2001 3.3013 0.6 -0.3 0.1
C -0.7927 2.8253 3.5451 -1.4 0.1 -1.4
C 1.0466 2.9102 0.9087 0.4 -0.1 0.8
C 2.5524 2.9476 0.8164 1.2 -0.2 -1.0
C 3.0740 4.1774 0.0679 -0.5 0.2 0.6
C 2.9550 5.3724 1.0037 -0.1 -0.3 0.7
C -0.4982 -1.6995 -0.2262 -0.4 0.9 0.4
C -0.6737 -2.9296 -0.8495 1.9 0.5 0.8
H -5.6237 -0.8251 -4.3626 0.2 -0.2 0.1
H -4.1483 -2.2075 -0.6357 -0.5 0.0 0.8
H -2.8908 -1.1236 -1.3188 -0.3 -0.2 0.4
H -2.3379 -3.0588 -2.7482 -0.1 -0.2 1.0
H -2.3477 -3.8564 0.2003 -0.2 0.2 -0.8
H -1.2260 -5.7574 -0.5288 0.1 -0.1 -0.1
H -2.1673 -5.5527 -2.0008 0.1 0.0 0.1
H 0.6542 -5.6037 -1.9101 0.1 -0.1 -0.4
H -0.2959 -4.7429 -3.2277 0.6 -0.3 0.8
H 2.3398 -3.1699 -2.4414 0.3 -0.1 0.0
H 2.6801 -1.0314 -1.3480 -1.0 0.0 0.4
H 1.3056 2.9261 3.6089 0.0 -0.2 -0.4
H 0.6966 1.3191 3.9457 -0.1 0.1 -0.7
H -0.9808 3.0039 4.5669 -0.2 0.2 1.3
H -0.8156 3.7898 3.0310 -0.2 0.1 0.1
H -1.6372 2.2281 3.1256 0.7 0.2 0.4
H 0.5792 2.7554 -0.0870 0.2 -0.1 0.7
H 0.6918 3.8621 1.3097 -0.2 0.0 -0.1
H 3.0291 2.9522 1.8101 -0.4 0.0 -0.1
H 2.9167 2.0273 0.3281 -0.3 0.2 0.1
H 4.1376 4.0798 -0.1307 0.0 -0.3 -0.5
H 2.4870 4.3675 -0.8569 0.6 -0.2 0.3
H 3.4793 5.1828 1.9627 -0.4 0.0 -0.4
H 1.9253 5.6528 1.2179 -0.1 0.0 0.1
H 3.4278 6.2208 0.5879 0.5 1.1 -0.5
H -1.3238 -1.2195 0.3108 0.4 -0.4 0.0
```
Forces are in eV/Å.

Output
Kohn-Sham gap	0.3349	Ha
electronic energy	-27197.89165	eV
HOMO level	-8.275	eV
energy above the lowest of the compared OMol25 structures with the same formula, charge and spin	100.44	kcal per mole

***

(4)
The following is a DFT calculation (wB97M-V/def2-TZVPD) of a 2-piece molecular cluster, C3H7NO overall.

The geometry in XYZ format:
```
12
Properties=species:S:1:pos:R:3:forces:R:3
C 1.5119 -0.3755 2.3583 -3.8 2.0 1.7
N 0.8485 0.4290 3.1669 0.8 -3.5 -2.5
C -0.5969 0.3547 3.0007 -0.6 3.9 -0.1
H 2.5258 -0.3302 2.4653 2.7 -0.1 -0.1
H 1.0441 -1.0277 1.5967 0.2 0.3 0.5
H -1.1728 -0.3010 2.4012 0.5 -1.8 -1.0
H -0.8140 1.3424 2.4384 -0.1 -1.0 1.3
H -1.1263 0.3753 3.9537 0.3 0.3 0.1
C -0.6448 -0.1291 -5.3328 7.1 -0.4 1.2
O 0.2016 -0.3123 -4.4343 -3.3 0.2 -1.0
H -1.6536 -0.0172 -5.3442 -3.3 0.1 1.0
H -0.1235 -0.0083 -6.2700 -0.5 0.1 -1.2
```
Forces are in eV/Å.

Output
Kohn-Sham gap	0.3939	Ha
electronic energy	-6759.07336	eV
HOMO level	-10.191	eV
energy above the lowest of the compared OMol25 structures with the same formula, charge and spin	84.79	kcal per mole

***

(5)
The following is a DFT calculation (wB97M-V/def2-TZVPD) of C10H16F6N3O7SbV as an isolated structure.

The geometry in XYZ format:
```
44
Properties=species:S:1:pos:R:3:forces:R:3
V -6.8756 -7.5898 10.7656 0.0 -1.2 -0.5
O -2.4388 -8.3469 12.4775 -0.4 -1.0 0.1
C -3.3835 -7.4373 11.9743 -1.0 -0.1 -0.9
C -3.9078 -7.9189 10.5625 0.9 -0.1 -0.9
N -4.9714 -7.0785 9.9394 0.0 0.9 1.0
C -4.8544 -5.6407 10.2319 0.0 -0.3 2.0
C -5.5174 -5.3493 11.6522 0.0 2.5 0.0
O -5.2407 -4.2781 12.2232 -0.5 -2.7 -1.0
O -6.4400 -6.2214 12.0371 1.0 0.5 -0.5
C -5.1933 -7.3718 8.5451 1.2 -1.0 -1.6
C -5.7976 -8.7519 8.4580 -0.7 -1.1 -0.7
O -5.7458 -9.4435 7.4606 0.5 0.4 -0.1
O -6.4456 -9.1009 9.5254 -0.7 0.7 0.9
H -2.9676 -9.1455 12.7320 0.5 1.0 -0.3
H -4.1712 -7.2782 12.7176 -0.1 -0.2 -0.5
H -2.9468 -6.4613 11.8275 0.8 0.1 0.0
H -3.0705 -7.9450 9.8196 0.0 0.5 0.7
H -4.2517 -8.9593 10.4709 -0.1 0.4 0.9
H -3.8313 -5.2691 10.2870 0.0 -0.1 -0.2
H -5.4019 -5.0810 9.4971 -0.2 0.3 -0.3
H -5.9522 -6.7218 8.1268 0.3 0.3 -0.1
H -4.3012 -7.4000 7.8542 -0.5 0.4 1.0
C -9.8620 -10.3470 12.1002 -0.1 0.5 0.3
C -8.6659 -9.4304 11.9840 -2.4 1.0 -1.5
N -8.8118 -8.3568 11.2445 -0.2 -0.6 0.5
O -10.1303 -8.2384 10.7297 1.3 -2.6 1.5
C -7.4226 -9.7072 12.6070 0.5 0.5 -1.4
C -7.3194 -10.6361 13.6946 0.1 1.0 2.6
N -6.3844 -9.0465 12.1490 0.1 0.4 0.9
O -5.2401 -9.2168 12.6849 -0.6 -0.4 -0.1
H -10.8069 -9.8987 12.4144 0.4 0.6 0.2
H -9.6221 -11.0990 12.7951 0.0 -1.1 0.7
H -10.1508 -10.8053 11.1685 0.4 -0.1 -0.6
H -10.1238 -7.4169 10.3178 0.0 2.7 -1.5
H -6.2849 -10.9212 13.8371 0.0 0.0 0.3
H -7.9558 -11.4597 13.6051 -0.7 -1.5 -0.3
H -7.7457 -10.0920 14.6018 0.9 -0.7 -0.5
F -7.5012 -6.2053 9.3172 0.0 -0.4 0.5
Sb -8.6438 -4.9354 8.4319 -1.4 0.0 -1.0
F -9.8345 -3.7293 7.6521 -0.1 0.2 -0.2
F -10.0865 -5.8447 9.2409 -0.2 -0.2 0.4
F -8.5009 -3.8264 9.9674 0.2 -0.5 -0.5
F -8.8479 -6.2285 6.9933 0.4 1.0 1.0
F -7.1640 -4.1669 7.5849 0.3 -0.1 0.1
```
Forces are in eV/Å.

Output
Kohn-Sham gap (spin up / spin down)	0.2918 / 0.2919	Ha
electronic energy	-77969.07255	eV
HOMO level (spin up / spin down)	-5.846 / -5.867	eV
charge	-1
2S+1	3

***

(6)
The following is a DFT calculation (wB97M-V/def2-TZVPD) of C17H28N2O5PS4Zn as an isolated structure.

The geometry in XYZ format:
```
58
Properties=species:S:1:pos:R:3:forces:R:3
Zn -0.5808 -0.3409 -0.1523 -0.1 0.1 0.0
C -1.5990 1.7290 2.9449 0.0 0.0 -0.1
C -2.5707 0.8414 2.2395 -0.3 0.0 0.1
N -2.3896 0.1818 1.1432 -0.2 -0.2 -0.1
C -3.5459 -0.4900 0.7169 0.2 0.0 -0.1
C -4.6294 -0.3712 1.5859 0.0 0.1 0.2
S -4.1793 0.6606 2.9079 0.1 0.1 0.0
C -3.5140 -1.1861 -0.5111 0.1 0.1 -0.1
C -4.5378 -1.9145 -1.1256 0.0 -0.1 -0.1
S -3.9361 -2.5941 -2.6144 0.1 0.0 0.0
C -2.3666 -1.8798 -2.3145 -0.2 -0.1 0.0
N -2.3222 -1.1882 -1.2270 -0.1 0.0 0.1
C -1.2012 -2.1487 -3.2110 0.0 0.0 0.1
H -0.8555 2.1189 2.2551 0.1 0.0 -0.1
H -1.0722 1.1889 3.7323 0.0 0.0 0.0
H -2.1336 2.5691 3.3940 0.0 0.0 0.0
H -5.6371 -0.7414 1.4781 0.2 0.0 -0.1
H -5.5619 -2.0613 -0.8154 0.2 0.1 0.0
H -1.4812 -2.0371 -4.2621 0.0 0.0 0.0
H -0.8335 -3.1648 -3.0423 0.0 0.0 0.0
H -0.3887 -1.4684 -2.9640 0.0 0.0 0.0
C 5.3660 0.8334 2.9914 0.0 0.0 0.0
C 3.8714 0.6896 3.2252 0.2 0.1 -0.3
O 3.1961 1.7761 2.6134 -0.3 0.1 0.0
P 2.1373 1.6148 1.3647 0.6 -0.1 0.4
S 1.0926 -0.0716 1.7397 0.0 0.4 0.2
S 1.4120 3.4245 1.1664 -0.2 -0.3 0.0
O 3.2240 1.2545 0.2220 0.0 -0.1 -0.1
C 2.9670 0.3939 -0.8971 0.1 0.0 -0.1
C 4.3100 0.0061 -1.4822 0.0 0.0 0.1
H 5.9057 -0.0006 3.4527 0.0 0.1 0.0
H 5.7316 1.7719 3.4206 0.0 -0.1 0.0
H 5.5704 0.8456 1.9177 0.0 0.0 0.1
H 3.6477 0.7221 4.2942 0.0 0.0 0.0
H 3.5094 -0.2612 2.8363 -0.1 -0.1 0.0
H 2.3439 0.9169 -1.6194 0.0 0.0 0.0
H 2.4105 -0.4866 -0.5691 0.0 0.0 0.0
H 4.8358 0.8909 -1.8554 0.0 -0.1 0.0
H 4.1662 -0.7005 -2.3064 0.0 0.1 0.1
H 4.9348 -0.4685 -0.7177 0.0 0.0 -0.1
C -0.8866 -3.3508 1.1817 -0.1 0.1 0.0
C -0.0651 -3.3281 -0.1028 0.0 -0.1 -0.1
O 0.2409 -4.4009 -0.6453 0.0 0.4 0.1
O 0.2380 -2.1608 -0.5413 0.1 -0.2 0.0
H -0.9258 -4.3578 1.5926 0.0 0.0 0.0
H -1.9062 -3.0144 0.9559 0.1 0.0 0.0
H -0.4594 -2.6549 1.9099 -0.1 -0.1 0.0
C -1.7748 2.5918 -1.3169 0.0 -0.1 0.0
C -0.4846 2.0521 -1.9411 -0.1 -0.1 0.3
C -0.7778 1.5014 -3.3375 0.0 0.0 -0.1
O 0.1401 1.1229 -1.1281 -0.1 -0.1 -0.3
H -2.2041 3.3978 -1.9256 0.0 0.0 0.0
H -1.5527 2.9763 -0.3194 0.0 0.0 0.0
H -2.5138 1.7845 -1.2300 0.1 0.1 0.0
H 0.2005 2.9073 -2.0599 0.1 0.1 0.0
H -1.4369 0.6317 -3.2547 0.0 0.1 0.0
H 0.1482 1.1908 -3.8321 -0.1 0.0 0.0
H -1.2763 2.2566 -3.9601 0.1 -0.1 0.0
```
Forces are in eV/Å.

Output
Kohn-Sham gap (spin up / spin down)	0.1250 / 0.2350	Ha
electronic energy	-132354.62270	eV
HOMO level (spin up / spin down)	1.014 / -2.012	eV
charge	-2
2S+1	2
energy above the lowest of the compared OMol25 structures with the same formula, charge and spin	0.00	kcal per mole

***

(7)
The following is a DFT calculation (wB97M-V/def2-TZVPD) of C2H3NOS as an isolated structure.

The geometry in XYZ format:
```
8
Properties=species:S:1:pos:R:3:forces:R:3
C -1.8924 0.1387 -0.0118 -1.8 -2.1 0.2
C 0.0356 0.6782 0.2981 -1.4 -3.6 0.1
N -0.8743 -0.7367 0.0650 2.9 2.4 0.1
O -1.2187 1.2807 -0.0905 1.7 1.5 -0.2
S -3.5093 -0.1180 0.0639 0.4 0.3 -0.2
H 0.1542 0.7632 1.3618 0.0 0.2 0.5
H 1.0458 0.7636 -0.1727 -1.5 0.3 -0.6
H -0.8081 -1.7275 0.3214 -0.3 1.0 0.1
```
Forces are in eV/Å.

Output
Kohn-Sham gap	0.3396	Ha
electronic energy	-16493.36412	eV
HOMO level	-8.616	eV
energy above the lowest of the compared OMol25 structures with the same formula, charge and spin	42.30	kcal per mole

***

(8)
The following is a DFT calculation (wB97M-V/def2-TZVPD) of C3H6O3Pr as an isolated structure.

The geometry in XYZ format:
```
13
Properties=species:S:1:pos:R:3:forces:R:3
O -1.6503 1.9401 0.2674 0.2 -1.2 1.5
C -1.3067 1.4520 1.3869 0.3 2.9 -0.9
H -2.0169 1.4598 2.2323 -0.2 -0.9 -0.6
H -0.2553 1.5474 1.7159 -0.2 -0.8 -0.5
O 0.6132 -0.1226 -2.1163 -2.6 1.0 0.1
C 1.3193 -0.5221 -0.9774 1.0 -0.4 1.3
C 0.4121 -1.2630 0.0232 0.4 -0.8 -0.1
O -0.8130 -0.5885 0.2212 -0.7 1.5 -1.6
Pr -1.3753 0.5996 -1.6647 2.5 -1.7 1.4
H 1.7648 0.3548 -0.4564 -0.2 -0.3 -0.4
H 2.1632 -1.1941 -1.2352 -0.4 0.4 0.0
H 0.9502 -1.3907 0.9827 -0.2 0.0 -0.4
H 0.1946 -2.2725 -0.3796 0.1 0.3 0.2
```
Forces are in eV/Å.

Output
Kohn-Sham gap (spin up / spin down)	0.2994 / 0.3072	Ha
electronic energy	-23412.16410	eV
HOMO level (spin up / spin down)	-13.180 / -13.209	eV
charge	+1
2S+1	3
energy above the lowest of the compared OMol25 structures with the same formula, charge and spin	0.00	kcal per mole

***

- Which of these has the highest electronic energy?
  C3H7NO

***

- Which value of electronic energy does entry 4 give?
  -6759.07336 eV

***

- electronic energy of number 8 (C3H6O3Pr)?
  -23412.16410 eV